(1)
Formula: C39H31BrN2NiO5Te
Source: the OMol25 dataset
Level of theory: ωB97M-V/def2-TZVPD

Structure (XYZ):
```
80
Properties=species:S:1:pos:R:3:mulliken_charge:R:1
Ni -0.4625 0.9763 0.0649 0.958
O 2.1682 -1.1114 0.4979 -0.543
C 2.1541 -1.2642 1.8947 3.060
C 1.1176 -0.2358 2.5766 -0.033
O 0.9008 -0.3790 3.7785 -0.761
O 0.7097 0.7234 1.8459 -0.373
C 1.8637 -2.7354 2.1838 -0.520
C 1.2280 -3.2070 3.3275 -0.046
C 1.0049 -4.5668 3.4973 -0.927
C 1.4150 -5.4804 2.5391 -0.329
C 2.0645 -5.0201 1.4031 -0.812
C 2.2893 -3.6638 1.2323 -0.291
C 3.5224 -0.8859 2.4679 -0.348
C 3.7503 -0.8726 3.8450 -0.275
C 4.9654 -0.4404 4.3511 -0.944
C 5.9891 -0.0617 3.4926 -0.343
C 5.7803 -0.1018 2.1232 -1.055
C 4.5511 -0.4994 1.6143 -0.271
H 1.8146 -0.2345 0.2993 -0.041
H 0.8772 -2.5020 4.0665 0.469
H 0.4947 -4.9156 4.3879 0.369
H 1.2125 -6.5382 2.6641 0.371
H 2.3943 -5.7222 0.6453 0.362
H 2.7876 -3.3059 0.3424 0.420
H 2.9418 -1.1352 4.5109 0.391
H 5.1129 -0.3860 5.4237 0.374
H 6.9387 0.2772 3.8919 0.356
H 6.5780 0.1941 1.4510 0.375
H 4.3714 -0.4890 0.5476 0.585
C -2.6398 1.1524 -2.2278 -1.884
N -1.2322 1.1490 -1.8714 0.999
C -0.3974 1.7148 -2.6626 0.333
C 0.9625 1.8408 -2.2678 -0.494
C 2.0970 2.2966 -2.9454 -1.057
C 3.1483 2.2206 -2.0296 -1.089
C 2.5985 1.7284 -0.8400 -0.585
N 1.2884 1.4942 -0.9811 0.473
C -3.0060 0.0586 -3.2023 0.826
C -2.4025 -1.1939 -3.1363 -0.146
C -2.7882 -2.2049 -4.0019 -0.574
C -3.7786 -1.9797 -4.9485 -0.494
C -4.3768 -0.7308 -5.0309 -0.604
C -3.9881 0.2800 -4.1632 -0.365
H -2.9263 2.1281 -2.6282 0.410
H -3.2094 1.0005 -1.3067 0.343
H -0.7132 2.1212 -3.6277 0.293
H 2.1346 2.6286 -3.9727 0.463
H 4.1835 2.4755 -2.2007 0.413
H 3.1025 1.5345 0.0969 0.609
H -1.6333 -1.3690 -2.3942 0.333
H -2.3240 -3.1807 -3.9293 0.357
H -4.0854 -2.7781 -5.6142 0.354
H -5.1506 -0.5469 -5.7678 0.366
H -4.4550 1.2572 -4.2202 0.372
Br -2.8648 7.0152 -0.4845 -0.203
C -1.2664 6.4155 0.3598 0.053
C -0.4693 7.4128 0.9071 -0.537
C 0.7021 7.0711 1.5610 -0.304
C 1.0736 5.7397 1.6690 -0.866
C 0.2699 4.7549 1.1241 -0.066
C -0.9165 5.0677 0.4593 0.177
C -1.7012 3.8776 -0.1468 0.440
O -2.4674 4.1052 -1.0850 -0.694
O -1.4446 2.7739 0.4034 -0.652
H -0.7670 8.4491 0.8187 0.362
H 1.3218 7.8508 1.9887 0.332
H 1.9932 5.4799 2.1789 0.381
H 0.5319 3.7064 1.1926 0.439
Te -1.7157 -0.9731 1.0696 -0.287
C -2.9787 -2.3254 0.0246 -0.107
C -4.3690 -2.2456 0.0987 -0.299
C -5.1767 -3.2241 -0.4629 -0.526
C -4.6117 -4.3018 -1.1320 -0.369
C -3.2283 -4.3893 -1.2249 -0.536
C -2.4265 -3.4161 -0.6497 -0.412
H -4.8158 -1.4062 0.6183 0.368
H -6.2553 -3.1460 -0.3757 0.344
H -5.2410 -5.0747 -1.5587 0.340
H -2.7738 -5.2265 -1.7443 0.392
H -1.3468 -3.5045 -0.7017 0.401
```

Calculated values
**2S+1**: 3
**Gap between HOMO and LUMO (alpha / beta)**: 6.126 / 6.150 eV
**Net charge**: -2

---

(2)
Formula: C39H31F10N4OPS2Sc
Source: the OMol25 dataset
Level of theory: ωB97M-V/def2-TZVPD

Structure (XYZ):
```
89
Properties=species:S:1:pos:R:3:mulliken_charge:R:1
Sc 0.3579 -0.2011 -0.9728 0.503
C -1.1075 2.7989 -3.1992 -1.478
C -0.1906 3.0602 -2.0457 0.471
N -0.6801 3.1184 -0.8705 -0.689
N 0.2245 3.4710 0.1271 0.159
C 0.4255 2.6432 1.0660 0.508
S -0.1567 1.0005 1.3179 -0.634
S 1.5192 3.1412 2.3818 -0.228
C 1.9377 4.8394 1.8709 -0.729
C 1.0587 5.9088 2.4514 0.545
C -0.2957 5.9872 2.1265 -0.012
C -1.0919 6.9789 2.6752 -0.744
C -0.5592 7.9099 3.5576 -0.357
C 0.7851 7.8404 3.8880 -0.530
C 1.5833 6.8470 3.3359 -0.575
C 1.2573 3.2375 -2.3235 0.311
C 1.6956 4.3429 -3.0361 -0.696
C 3.0451 4.5823 -3.2544 -0.796
C 3.9709 3.6841 -2.7428 -0.642
C 3.5591 2.5620 -2.0455 -0.665
C 2.1934 2.2947 -1.8361 0.861
O 1.8071 1.2122 -1.2087 -0.122
H -2.1163 2.6132 -2.8377 0.312
H -0.7727 1.9232 -3.7565 0.133
H -1.1074 3.6545 -3.8830 0.474
H 1.8893 4.8378 0.7809 0.197
H 2.9706 5.0083 2.1797 0.432
H -0.7127 5.2609 1.4405 0.421
H -2.1418 7.0225 2.4109 0.379
H -1.1886 8.6813 3.9849 0.347
H 1.2157 8.5577 4.5771 0.348
H 2.6340 6.7954 3.5996 0.297
H 0.9592 5.0472 -3.4098 0.346
H 3.3658 5.4593 -3.8029 0.371
H 5.0317 3.8593 -2.8888 0.365
H 4.2839 1.8710 -1.6322 0.481
C 5.4461 -4.3562 -2.4965 -1.543
C 4.3451 -3.4288 -2.0703 1.353
C 4.4335 -2.0592 -2.2603 -0.964
C 3.3722 -1.2498 -1.8864 -0.174
N 2.2628 -1.7250 -1.3316 0.357
C 2.1683 -3.0427 -1.1425 -0.299
C 3.1783 -3.9179 -1.4934 -1.010
H 6.3498 -3.8038 -2.7526 0.364
H 5.1415 -4.9301 -3.3739 0.293
H 5.6857 -5.0679 -1.7049 0.364
H 5.3095 -1.6145 -2.7157 0.342
H 3.3858 -0.1807 -2.0415 0.131
H 1.2476 -3.3914 -0.6945 0.340
H 3.0451 -4.9797 -1.3252 0.392
F 0.8432 -0.1877 -3.3932 -0.444
P 0.2253 -1.4606 -4.2795 1.561
F 0.7368 -0.7600 -5.6337 -0.420
F -1.1778 -0.6997 -4.4026 -0.369
F -0.2271 -2.1062 -2.8455 -0.447
F -0.3688 -2.7250 -5.0724 -0.392
F 1.6567 -2.2094 -4.1409 -0.382
F -1.3333 0.1912 -1.7452 -0.159
C -3.3412 0.9213 0.4946 -1.456
C -3.9618 -0.3239 0.5829 1.492
C -4.8831 -0.6349 1.6193 -0.953
C -5.4750 -1.8705 1.6938 -0.589
C -5.1638 -2.8488 0.7356 0.601
C -4.2430 -2.5729 -0.2887 -0.526
C -3.6496 -1.3362 -0.3683 -0.370
C -5.7916 -4.1268 0.8125 0.282
N -6.3100 -5.1557 0.8727 -0.663
H -3.4877 1.6954 1.2347 0.239
H -2.6386 1.1056 -0.3030 0.232
H -5.1062 0.1207 2.3627 0.346
H -6.1741 -2.1030 2.4867 0.446
H -3.9990 -3.3399 -1.0121 0.347
H -2.9190 -1.1032 -1.1363 0.375
F -1.3633 -7.3426 5.6334 -0.300
C -2.2501 -7.0293 4.6641 0.866
F -2.4619 -8.1720 3.9655 -0.270
F -3.4220 -6.7722 5.2908 -0.269
C -1.7972 -5.9022 3.7986 0.538
C -0.5474 -5.3234 3.9679 -0.612
C -0.1453 -4.2914 3.1376 -0.754
C -0.9814 -3.8189 2.1193 0.220
C -2.2491 -4.4093 1.9709 -0.080
C -2.6498 -5.4369 2.7977 -1.023
C -0.5645 -2.7733 1.2515 0.159
C -0.2035 -1.8726 0.5085 -0.266
H 0.1124 -5.6768 4.7487 0.411
H 0.8257 -3.8335 3.2685 0.492
H -2.9053 -4.0377 1.1953 0.415
H -3.6295 -5.8814 2.6709 0.408
```

Calculated values
**2S+1**: 2
**Gap between HOMO and LUMO (alpha / beta)**: 6.549 / 6.410 eV
**Net charge**: -2

---

(3)
Formula: C39H31N7O4PSZr
Source: the OMol25 dataset
Level of theory: ωB97M-V/def2-TZVPD

Structure (XYZ):
```
84
Properties=species:S:1:pos:R:3:mulliken_charge:R:1
Zr 1.2628 -1.1640 -0.3666 0.179
N 5.1160 -3.5455 -1.0166 -0.404
C 4.0102 -2.7934 -1.1177 0.818
S 2.5709 -3.4300 -0.3651 -0.486
N 4.1179 -1.6865 -1.8163 -1.909
N 2.9525 -0.9905 -1.8788 1.496
C 2.8483 -0.0989 -2.7891 -1.290
C 1.6052 0.6530 -2.9341 0.848
C 1.3971 1.4547 -4.0431 -0.829
C 0.1685 2.0765 -4.2076 -0.960
C -0.8106 1.8869 -3.2510 -1.088
C -0.5209 1.0921 -2.1561 -0.218
N 0.6556 0.4885 -1.9897 1.956
H 5.0906 -4.4297 -0.5465 0.214
H 5.9366 -3.2711 -1.5305 0.246
H 3.6679 0.0642 -3.4779 0.512
H 2.1858 1.5620 -4.7764 0.544
H -0.0205 2.6932 -5.0769 0.496
H -1.7880 2.3422 -3.3341 0.628
H -1.2604 0.9266 -1.3869 0.137
O -3.4445 -1.2628 -3.2776 -0.689
C -2.4618 -1.4461 -4.1761 0.341
C -2.7741 -1.2227 -5.5170 -0.646
C -1.8093 -1.3797 -6.4904 -0.392
C -0.5073 -1.7605 -6.1574 -0.873
C -0.1907 -1.9739 -4.8348 -0.467
C -1.1518 -1.8217 -3.8269 0.545
C -0.7296 -1.9643 -2.4326 0.919
O 0.5205 -2.1064 -2.1681 -0.432
N -1.6257 -1.8669 -1.4655 -1.691
N -0.9473 -1.8939 -0.2705 0.801
C -1.5680 -2.2621 0.7737 -0.756
C -0.7718 -2.4262 1.9830 0.669
C -1.3157 -2.9880 3.1207 -0.956
C -0.4870 -3.2305 4.2055 -0.495
C 0.8516 -2.9095 4.0971 -0.919
C 1.3215 -2.3470 2.9192 -0.534
N 0.5301 -2.0895 1.8752 0.460
H -3.0977 -1.4878 -2.3884 0.495
H -3.7882 -0.9333 -5.7654 0.469
H -2.0724 -1.2093 -7.5275 0.407
H 0.2403 -1.8932 -6.9292 0.447
H 0.8089 -2.2692 -4.5413 0.520
H -2.6164 -2.5342 0.7393 0.394
H -2.3690 -3.2344 3.1445 0.500
H -0.8797 -3.6733 5.1115 0.483
H 1.5456 -3.0955 4.9052 0.483
H 2.3632 -2.0952 2.7940 0.640
O 3.1368 -0.9521 1.2512 -0.521
C 2.6808 0.2056 1.2903 0.429
O 2.2170 0.7104 0.2052 -0.334
C 2.3824 0.9585 2.5347 0.513
C 3.3537 1.1858 3.4983 -0.461
C 3.0441 1.9512 4.6120 -0.806
C 1.7658 2.4739 4.7562 -0.853
C 0.7886 2.2155 3.8044 -0.413
C 1.0763 1.4426 2.6847 -0.018
P -0.2113 1.0338 1.4358 2.543
C -1.6849 0.5736 2.3948 0.359
C -2.8504 0.3191 1.6617 -0.566
C -3.9895 -0.1686 2.2834 -0.729
C -3.9763 -0.4306 3.6490 -0.742
C -2.8173 -0.2106 4.3783 -0.863
C -1.6770 0.2819 3.7553 -1.007
C -0.5854 2.6954 0.7575 0.554
C 0.3559 3.2803 -0.0952 -0.525
C 0.1305 4.5402 -0.6276 -0.647
C -1.0348 5.2318 -0.3234 -0.670
C -1.9684 4.6627 0.5281 -0.732
C -1.7453 3.4029 1.0710 -0.648
H 4.3510 0.7853 3.3587 0.555
H 3.8008 2.1513 5.3598 0.440
H 1.5255 3.0861 5.6156 0.472
H -0.2052 2.6283 3.9367 0.626
H -2.8726 0.5044 0.5915 0.430
H -4.8856 -0.3458 1.7015 0.528
H -4.8661 -0.8070 4.1384 0.410
H -2.7961 -0.4203 5.4405 0.463
H -0.7764 0.4252 4.3416 0.560
H 1.2672 2.7494 -0.3330 0.298
H 0.8703 4.9852 -1.2820 0.484
H -1.2097 6.2155 -0.7417 0.427
H -2.8733 5.2002 0.7833 0.449
H -2.4798 2.9859 1.7444 0.382
```

Calculated values
**2S+1**: 1
**Gap between HOMO and LUMO**: 6.948 eV
**Net charge**: +1

---

Listing energy relative to the best compared isomer or geometry (same formula, charge and spin) for the structures above in their given order: 16.3; 10.1; 4.7 kcal per mole.
Listing M for the structures above in their given order: 873.883; 901.748; 815.987 g mol⁻¹.
Listing E for the structures above in their given order: -172546.743; -127801.320; -80972.242 eV.